ORCA calculation (ωB97M-V with the def2-TZVPD basis set) on a molecular structure, C36H61Br2F6NO5S3Si2Ti.

Highest occupied orbital energy: -13.30 eV
Charge: +2
Energy: -277802.8135 eV
Energy relative to the best compared isomer or geometry (same formula, charge and spin): 0.0 kcal/mol
Frontier orbital gap: 0.2073 Eh
E_LUMO: -7.663 eV
Molecular weight: 1061.9 g mol⁻¹

The geometry in XYZ format:
```
117
Properties=species:S:1:pos:R:3:forces:R:3
Ti -0.852697 0.148023 0.895638 -0.5 0.3 0.2
F -2.305852 0.118818 5.323459 0.0 0.0 0.0
C -2.789698 0.691447 4.244147 0.0 0.0 0.0
F -3.580488 1.693217 4.547609 0.0 0.0 0.0
F -3.430177 -0.197197 3.494350 0.0 0.0 0.0
S -1.356175 1.344636 3.259995 0.2 0.1 0.1
O -0.556574 0.115080 2.861692 0.0 -0.1 -0.1
O -1.912537 1.766021 1.951814 0.3 -0.1 -0.1
N -0.663702 2.389217 4.060158 -0.2 0.0 0.0
S 0.787199 2.266358 4.831758 0.0 0.0 0.0
O 0.948802 3.445610 5.591380 0.0 0.0 0.0
O 0.946408 0.952363 5.349544 0.0 0.0 0.0
C 1.973314 2.386934 3.378867 0.0 0.0 0.0
F 1.288063 2.442237 2.220110 0.0 0.0 -0.1
F 2.741456 1.306607 3.340334 0.0 0.0 0.0
F 2.716042 3.463951 3.487771 0.0 0.0 0.0
C 9.685914 0.930663 -2.208425 0.0 0.0 0.0
C 8.221121 0.738285 -1.950315 0.0 0.0 0.0
O 7.337846 1.379701 -2.432706 0.0 0.0 0.0
S 7.932871 -0.587733 -0.731864 0.0 0.0 0.0
C 6.192127 -0.525486 -0.517540 0.0 0.0 0.0
C 5.311459 -0.421814 -1.601539 0.0 0.0 0.0
C 3.955697 -0.399787 -1.378930 0.0 0.0 0.0
C 3.457456 -0.498288 -0.064993 0.0 0.0 0.0
C 4.343450 -0.631130 1.020642 0.0 0.0 0.0
C 5.698390 -0.641121 0.787775 0.0 0.0 0.0
C 2.083013 -0.441618 0.158300 0.0 0.0 0.1
C 0.863279 -0.383526 0.360362 0.2 0.1 0.0
H 9.829058 1.157499 -3.263096 0.0 0.0 0.0
H 10.273272 0.060592 -1.922350 0.0 0.0 0.0
H 10.020929 1.789759 -1.624647 0.0 0.0 0.0
H 5.695089 -0.361067 -2.607417 0.0 0.0 0.0
H 3.264931 -0.317260 -2.207516 0.0 0.0 0.0
H 3.954886 -0.705909 2.027347 0.0 0.0 0.0
H 6.391149 -0.720956 1.614652 0.0 0.0 0.0
C -3.389839 -6.426366 1.118121 0.0 0.0 0.0
C -3.503875 -4.884285 1.211819 0.0 0.0 0.0
C -4.246851 -4.536318 2.508778 0.0 0.0 0.0
C -4.370302 -4.384155 0.044828 0.0 0.0 0.0
Si -1.710562 -4.269130 1.183997 0.0 0.0 0.0
Br -2.281039 -1.770054 0.604682 -0.1 -0.1 0.0
C -0.819517 -4.074350 2.845873 0.0 0.0 0.0
C 0.638120 -3.618061 2.694458 0.0 0.0 0.0
C -1.502123 -3.093210 3.810222 0.0 0.0 0.0
C -0.830355 -5.482717 3.488065 0.0 0.0 0.0
C -0.657206 -4.717025 -0.329334 0.0 0.0 0.0
C -1.487345 -4.913386 -1.605547 0.0 0.0 0.0
C 0.024359 -6.060317 0.025157 0.0 0.0 0.0
C 0.431953 -3.686485 -0.659843 0.0 0.0 0.0
H -4.393580 -6.845652 1.222206 0.0 0.0 0.0
H -2.778512 -6.859659 1.912256 0.0 0.0 0.0
H -2.998353 -6.761955 0.158759 0.0 0.0 0.0
H -5.259651 -4.940453 2.438250 0.0 0.0 0.0
H -4.337440 -3.458335 2.656391 0.0 0.0 0.0
H -3.788357 -4.975186 3.393519 0.0 0.0 0.0
H -5.318789 -4.926017 0.074948 0.0 0.0 0.0
H -3.931244 -4.553318 -0.934465 0.0 0.0 0.0
H -4.610150 -3.324361 0.140480 0.0 0.0 0.0
H 0.714467 -2.631893 2.229093 0.0 0.0 0.0
H 1.246779 -4.319367 2.125368 0.0 0.0 0.0
H 1.076721 -3.542012 3.692817 0.0 0.0 0.0
H -1.462984 -2.071161 3.435580 0.0 0.0 0.0
H -0.954442 -3.110490 4.756255 0.0 0.0 0.0
H -2.535985 -3.343005 4.027345 0.0 0.0 0.0
H -0.367919 -6.244992 2.859282 0.0 0.0 0.0
H -1.835386 -5.813440 3.749477 0.0 0.0 0.0
H -0.253634 -5.436813 4.415372 0.0 0.0 0.0
H -2.223424 -5.710243 -1.520321 0.0 0.0 0.0
H -0.806572 -5.189899 -2.414683 0.0 0.0 0.0
H -1.997462 -3.997098 -1.908554 0.0 0.0 0.0
H -0.687512 -6.845319 0.286938 0.0 0.0 0.0
H 0.743307 -5.962785 0.838245 0.0 0.0 0.0
H 0.573403 -6.405699 -0.854515 0.0 0.0 0.0
H 0.003554 -2.753760 -1.028715 0.0 0.0 0.0
H 1.052826 -4.098180 -1.460474 0.0 0.0 0.0
H 1.085849 -3.456756 0.177867 0.0 0.0 0.0
C -1.820481 6.249670 -1.376615 0.0 0.0 0.0
C -1.710848 4.841582 -0.745657 0.0 0.0 0.0
C -0.765984 4.928089 0.460483 0.0 0.0 0.0
C -3.094558 4.432751 -0.216705 0.0 0.0 0.0
Si -1.053281 3.709937 -2.116559 0.0 0.0 0.0
Br -1.544486 1.358525 -1.153484 0.0 -0.1 0.1
C -2.123209 3.517437 -3.673662 0.0 0.0 0.0
C -3.621830 3.698162 -3.391489 0.0 0.0 0.0
C -1.665685 4.646905 -4.627407 0.0 0.0 0.0
C -1.966392 2.171103 -4.399326 0.0 0.0 0.0
C 0.829477 3.601142 -2.345181 0.0 0.0 0.0
C 1.318252 5.049651 -2.579555 0.0 0.0 0.0
C 1.234241 2.743845 -3.552031 0.0 0.0 0.0
C 1.568064 3.033401 -1.126310 0.0 -0.1 0.0
H -2.122091 6.949721 -0.593422 0.0 0.0 0.0
H -2.574603 6.299022 -2.160519 0.0 0.0 0.0
H -0.874261 6.611307 -1.784237 0.0 0.0 0.0
H -1.216255 5.594550 1.200783 0.0 0.0 0.0
H 0.209865 5.341498 0.209023 0.0 0.0 0.0
H -0.625620 3.958450 0.941437 0.0 0.0 0.0
H -3.414839 5.188300 0.505617 0.0 0.0 0.0
H -3.063968 3.477572 0.305620 0.0 0.0 0.0
H -3.856418 4.380835 -0.990445 0.0 0.0 0.1
H -3.866275 4.684529 -3.002004 0.0 0.0 0.0
H -4.005982 2.944553 -2.701396 0.0 0.0 0.0
H -4.161828 3.581409 -4.334350 0.0 0.0 0.0
H -1.732030 5.639471 -4.178159 0.0 0.0 0.0
H -2.327241 4.643633 -5.497252 0.0 0.0 0.0
H -0.649893 4.500936 -4.994003 0.0 0.0 0.0
H -2.413083 1.351373 -3.835496 0.0 0.0 0.0
H -0.937250 1.911105 -4.628490 0.0 0.0 0.0
H -2.505902 2.235756 -5.347652 0.0 0.0 0.0
H 0.832446 5.533812 -3.427174 0.0 0.0 0.0
H 2.389129 5.018356 -2.796419 0.0 0.0 0.0
H 1.184916 5.680285 -1.700228 0.0 0.0 0.0
H 0.863359 3.134263 -4.498016 0.0 0.0 0.0
H 0.900686 1.708298 -3.448534 0.0 0.0 0.0
H 2.326004 2.735649 -3.613603 0.0 0.0 0.0
H 1.386625 3.590839 -0.213361 0.0 0.0 0.1
H 2.642506 3.076611 -1.327458 0.0 0.0 0.0
H 1.312467 1.985247 -0.953128 0.0 0.1 0.0
```
Forces are in eV/Å.


ORCA calculation (ωB97M-V with the def2-TZVPD basis set) on a molecular structure, C9H26F3N10O7Ti.

Multiplicity: 4
<S²>: 3.752
Highest occupied orbital energy (alpha / beta): -3.84 / -8.45 eV
Charge: 0
Energy: -70260.5534 eV
Energy relative to the best compared isomer or geometry (same formula, charge and spin): 0.0 kcal/mol
Frontier orbital gap (alpha / beta): 0.1526 / 0.3190 Eh
E_LUMO (alpha / beta): 0.318 / 0.230 eV
Molecular weight: 491.2 g mol⁻¹

The geometry in XYZ format:
```
56
Properties=species:S:1:pos:R:3:forces:R:3
Ti -5.837126 10.673490 8.546634 -0.6 0.2 -0.4
C -8.235898 11.425453 10.017684 2.1 2.5 1.4
O -7.725415 10.120065 9.834551 -1.2 -0.7 -0.1
O -7.241558 12.324800 9.799613 -0.1 -0.7 -1.1
C -9.467221 11.701632 9.177258 -0.2 -1.4 -0.5
F -9.253970 11.686879 7.849669 0.3 0.0 -0.1
F -10.393545 10.724054 9.400240 -0.1 0.2 0.1
F -10.015107 12.860134 9.483105 -0.2 0.5 0.2
C -7.192028 9.501466 11.000054 1.4 -1.2 -0.6
C -7.009842 8.022147 10.680403 -0.2 -0.2 0.1
H -7.977323 7.517750 10.643263 0.1 -0.1 0.1
H -6.506015 7.846991 9.727884 0.0 0.3 -0.1
H -6.377646 7.545393 11.435343 -0.2 0.0 0.1
H -7.764156 9.593202 11.921971 -0.4 0.5 -0.2
H -6.171156 9.889868 11.125927 -0.2 0.3 0.4
H -8.533779 11.619087 11.064370 -0.6 -0.9 0.0
C -3.889977 13.110093 9.097069 -0.3 0.5 1.0
O -3.920084 11.953875 8.627735 0.2 -0.1 -0.2
N -2.719327 13.815054 9.192852 -0.2 0.3 -0.2
N -4.987522 13.679782 9.626909 0.3 -0.4 -0.4
H -1.833147 13.373189 9.031303 -0.1 -0.3 -0.1
H -2.709291 14.614480 9.801133 0.1 0.0 0.0
H -5.060403 14.638503 9.912609 0.3 0.0 0.0
H -5.844444 13.103848 9.692973 -0.2 0.1 0.0
C -5.168425 12.081308 5.386867 -0.2 0.1 -0.5
O -6.011990 11.457506 6.031062 0.4 0.0 0.8
N -3.875311 12.205069 5.758443 -0.4 -0.3 0.1
N -5.548676 12.711751 4.230853 0.1 0.0 0.2
H -3.656228 11.869075 6.687373 0.3 0.1 0.0
H -3.207013 12.698747 5.200326 0.0 0.1 0.1
H -6.497424 12.529316 3.956992 0.0 0.0 -0.2
H -4.882795 12.992077 3.535415 0.0 0.0 0.0
C -8.355262 8.186860 6.053622 0.7 0.0 0.0
O -8.313817 7.076175 5.528502 -0.5 -0.2 0.0
N -7.780298 9.269721 5.450180 -0.4 0.2 0.1
N -8.840067 8.428844 7.300253 0.0 0.2 -0.3
H -7.445383 9.106128 4.518941 0.2 -0.1 0.0
H -7.285192 9.956942 6.004841 -0.1 0.1 -0.2
H -9.055691 9.387408 7.518431 -0.1 -0.1 0.3
H -9.322092 7.689155 7.775023 0.0 0.0 0.0
C -2.558288 8.725419 10.469921 0.5 -0.8 0.6
O -1.938647 8.467648 9.446487 0.0 0.3 -0.3
N -2.569378 7.816022 11.515404 -0.3 0.7 -0.2
N -3.204942 9.883505 10.721353 0.2 0.1 -0.2
H -3.291103 7.875929 12.208375 0.2 -0.3 0.2
H -1.975766 7.014821 11.431605 -0.2 -0.2 0.0
H -3.669814 10.051489 11.592392 0.0 0.1 0.0
H -3.187172 10.611529 10.021635 -0.3 -0.1 -0.1
C -4.742679 7.521263 7.013459 -0.4 0.0 -0.4
O -5.076978 8.649758 7.378286 -0.1 0.5 0.3
N -5.575478 6.715066 6.300210 0.5 0.1 0.2
N -3.515689 7.006146 7.256779 0.8 -0.1 0.4
H -5.263023 5.792418 6.064117 -0.2 0.0 -0.1
H -6.451018 7.046213 5.915397 0.0 -0.2 0.1
H -2.863751 7.473588 7.876935 -0.3 0.3 0.1
H -3.244956 6.083051 6.971025 -0.2 0.0 -0.1
```
Forces are in eV/Å.